Entry from the OMol25 dataset: the molecule C4H9NO2 at a distorted geometry (wB97M-V/def2-TZVPD).

Geometry as ORCA input:
```
! RIJCOSX wB97M-V def2-TZVPD def2/J DEFGRID3
* xyz 0 1
C 2.0659 0.2622 -0.2269
O 1.3255 -0.3462 0.7994
C 0.1012 0.2787 1.0508
C -1.0489 -0.0669 0.0925
N -2.0351 0.7261 -0.1269
O -1.5284 2.0164 -0.2945
C -1.2152 -1.5002 -0.2512
H 3.0310 -0.2470 -0.2592
H 1.5705 0.1569 -1.2060
H 2.2307 1.3322 -0.0267
H 0.2138 1.3577 1.2246
H -0.2581 -0.1690 1.9897
H -0.6816 1.6939 -0.6786
H -1.6608 -2.0107 0.6010
H -0.2344 -1.9394 -0.4567
H -1.8524 -1.6119 -1.1315
*
```

Summary:
LUMO = 0.019 Ha
M = 103.12 g/mol
Largest force on an atom = 2.0 eV/Å
SMILES = COC/C(C)=N\O
Energy relative to the best compared isomer or geometry (same formula, charge and spin) = 102.13 kcal per mole
Gap between HOMO and LUMO = 9.62 eV


Entry from the OMol25 dataset: the molecule C4H9NO2 at a distorted geometry (wB97M-V/def2-TZVPD).

Geometry as ORCA input:
```
! RIJCOSX wB97M-V def2-TZVPD def2/J DEFGRID3
* xyz 0 1
C 0.2458 1.2450 0.7829
C 0.2027 0.2232 1.9895
O -0.6814 -0.9264 1.6750
C 0.1977 0.8722 -0.7117
N -0.3847 -0.3407 -1.0376
C 0.1365 -1.1871 -2.1404
O 0.7296 1.5336 -1.5741
H -0.6220 1.8948 0.9354
H 1.1620 1.8114 0.9041
H -0.5302 0.7080 2.6378
H 1.1702 -0.2120 2.2236
H -1.5884 -0.6243 1.7463
H -0.6030 -0.8918 -0.2194
H -0.3735 -0.7206 -2.9997
H 1.2132 -1.2015 -2.2299
H -0.2746 -2.1839 -1.9820
*
```

Summary:
LUMO = 0.021 Ha
M = 103.12 g/mol
Largest force on an atom = 4.1 eV/Å
SMILES = CNC(=O)CCO
Energy relative to the best compared isomer or geometry (same formula, charge and spin) = 44.64 kcal per mole
Gap between HOMO and LUMO = 9.94 eV


Entry from the OMol25 dataset: a cluster of 2 separate species, C4H9NO2 in total (wB97M-V/def2-TZVPD).

Geometry as ORCA input:
```
! RIJCOSX wB97M-V def2-TZVPD def2/J DEFGRID3
* xyz 0 1
C 2.3050 0.8477 0.6163
N 0.8540 0.8617 0.6654
C 0.1107 0.0018 -0.1140
C -0.8192 0.6464 -1.1879
O -0.5140 1.7596 -1.6008
O -1.7805 -0.1290 -1.4735
C -2.0379 -1.5950 0.1229
H 2.6715 -0.1775 0.7244
H 2.7022 1.4259 1.4544
H 2.7032 1.2652 -0.3185
H 0.4559 1.7933 0.6651
H -0.7473 -0.5968 0.4400
H 0.7289 -0.7785 -0.5755
H -2.1426 -2.1825 -0.7770
H -2.8968 -0.9968 0.4007
H -1.5930 -2.1458 0.9580
*
```

Summary:
LUMO (spin up / spin down) = -0.055 / -0.054 Ha
M = 103.12 g/mol
Largest force on an atom = 0.4 eV/Å
Energy relative to the best compared isomer or geometry (same formula, charge and spin) = 114.26 kcal per mole
Gap between HOMO and LUMO (spin up / spin down) = 7.55 / 7.55 eV


Entry from the OMol25 dataset: a structure of composition C4H9NO2 at a distorted geometry (wB97M-V/def2-TZVPD).

Geometry as ORCA input:
```
! RIJCOSX wB97M-V def2-TZVPD def2/J DEFGRID3
* xyz 0 1
C -1.5016 0.8760 -0.9435
O -0.9020 1.2661 0.2857
C -0.5756 0.2014 1.1651
C 0.7640 -0.4894 0.9742
N 0.8706 -1.8597 0.7253
O 0.0444 -2.0009 -0.2807
C 1.8125 0.1439 0.2930
H -2.0081 1.7644 -1.3386
H -0.7601 0.5345 -1.6816
H -2.2430 0.0744 -0.7987
H -1.3690 -0.5607 1.2004
H -0.5146 0.6741 2.1583
H 0.5604 -1.1445 -1.1036
H 1.7951 1.2210 0.1196
H 1.2392 -0.3526 -1.0143
H 2.7879 -0.3480 0.2394
*
```

Summary:
LUMO (spin up / spin down) = -0.008 / -0.008 Ha
M = 103.12 g/mol
Largest force on an atom = 1.1 eV/Å
Energy relative to the best compared isomer or geometry (same formula, charge and spin) = 185.41 kcal per mole
Gap between HOMO and LUMO (spin up / spin down) = 8.48 / 8.48 eV


Entry from the OMol25 dataset: the molecule C4H9NO2 (wB97M-V/def2-TZVPD).

Geometry as ORCA input:
```
! RIJCOSX wB97M-V def2-TZVPD def2/J DEFGRID3
* xyz 0 1
C -0.1480 2.1848 0.1670
C 0.1956 0.7620 -0.2570
O 1.5647 0.5741 -0.0083
C -0.6678 -0.2151 0.5488
N -0.5322 -1.6391 0.2244
C 0.3483 -2.2751 -0.5771
O 1.2305 -1.7812 -1.2624
H -1.1920 2.4383 -0.0486
H 0.5026 2.8831 -0.3659
H 0.0355 2.3072 1.2413
H -0.0265 0.6307 -1.3275
H 1.8049 -0.2250 -0.5113
H -0.4215 -0.0776 1.6094
H -1.7230 0.0526 0.4088
H -1.1569 -2.2515 0.7270
H 0.1857 -3.3683 -0.5686
*
```

Summary:
LUMO = 0.024 Ha
M = 103.12 g/mol
Largest force on an atom = 0.4 eV/Å
SMILES = C[C@@H](O)CNC=O
Energy relative to the best compared isomer or geometry (same formula, charge and spin) = 18.43 kcal per mole
Gap between HOMO and LUMO = 10.61 eV


Entry from the OMol25 dataset: the molecule C4H9NO2 at a distorted geometry (wB97M-V/def2-TZVPD).

Geometry as ORCA input:
```
! RIJCOSX wB97M-V def2-TZVPD def2/J DEFGRID3
* xyz 0 1
C 0.4279 -0.9702 -0.3639
C 1.6442 -1.1753 0.5549
O 2.4664 -2.2841 0.2133
C -0.3752 0.2069 0.2415
N -1.4230 0.7005 -0.4953
C -1.9018 2.0687 -0.4139
O -0.1178 0.7151 1.3258
H -0.2648 -1.8310 -0.3391
H 0.6437 -0.9053 -1.4422
H 2.4332 -0.2951 0.5773
H 1.2820 -1.0301 1.5950
H 2.6924 -2.6865 1.0574
H -1.4079 0.2669 -1.4361
H -2.9250 2.1377 -0.0534
H -1.8740 2.5125 -1.4015
H -1.3003 2.5693 0.3804
*
```

Summary:
LUMO = 0.031 Ha
M = 103.12 g/mol
Largest force on an atom = 3.2 eV/Å
SMILES = CNC(=O)CCO
Energy relative to the best compared isomer or geometry (same formula, charge and spin) = 36.40 kcal per mole
Gap between HOMO and LUMO = 10.57 eV


Entry from the OMol25 dataset: the molecule C4H9NO2 (wB97M-V/def2-TZVPD).

Geometry as ORCA input:
```
! RIJCOSX wB97M-V def2-TZVPD def2/J DEFGRID3
* xyz 0 1
C -2.0583 0.4703 0.9830
O -1.3216 -0.4822 0.2586
C -0.6286 0.0724 -0.8396
C 0.6333 -0.7475 -1.0538
N 1.4422 -0.7779 0.1496
C 2.2985 0.2375 0.4391
O 2.6074 1.1256 -0.3308
H -1.3965 1.2365 1.4144
H -2.8096 0.9749 0.3586
H -2.5677 -0.0593 1.7916
H -0.3372 1.1122 -0.6319
H -1.2608 0.0680 -1.7412
H 1.2334 -0.3087 -1.8537
H 0.3810 -1.7754 -1.3290
H 1.0688 -1.3063 0.9235
H 2.7156 0.1598 1.4615
*
```

Summary:
LUMO = 0.033 Ha
M = 103.12 g/mol
Largest force on an atom = 0.3 eV/Å
SMILES = COCCNC=O
Energy relative to the best compared isomer or geometry (same formula, charge and spin) = 30.94 kcal per mole
Gap between HOMO and LUMO = 10.71 eV


Entry from the OMol25 dataset: the molecule C4H9NO2 at a distorted geometry (wB97M-V/def2-TZVPD).

Geometry as ORCA input:
```
! RIJCOSX wB97M-V def2-TZVPD def2/J DEFGRID3
* xyz 0 1
C 0.2196 -1.2453 -0.8493
C -0.6149 2.0472 0.3758
N 1.5219 -1.0748 -1.1580
C -0.3179 -1.1525 0.4022
C 0.2156 -0.2619 1.4144
O 0.4297 1.1342 0.6147
O -0.5519 -1.5342 -1.9279
H -1.4784 -1.3968 -1.6744
H 2.0562 -0.5138 -0.5035
H 1.6739 -0.8127 -2.1249
H -1.3201 -1.5305 0.5683
H -1.0134 1.8808 -0.6356
H -1.4369 1.9913 1.1018
H -0.2026 3.0646 0.4185
H -0.4301 -0.1302 2.2837
H 1.2494 -0.4655 1.6941
*
```

Summary:
LUMO = 0.030 Ha
M = 103.12 g/mol
Largest force on an atom = 3.1 eV/Å
SMILES = COC/C=C(\N)O
Energy relative to the best compared isomer or geometry (same formula, charge and spin) = 66.58 kcal per mole
Gap between HOMO and LUMO = 8.60 eV


Entry from the OMol25 dataset: the molecule C4H9NO2 (wB97M-V/def2-TZVPD).

Geometry as ORCA input:
```
! RIJCOSX wB97M-V def2-TZVPD def2/J DEFGRID3
* xyz 0 1
C -2.0983 -0.7657 -0.4036
C -0.7535 -0.0870 -0.5908
O -0.9625 1.1018 -1.3222
C -0.0697 0.2765 0.7130
N 2.2768 -0.6628 0.7823
C 2.2578 0.5334 0.3883
O 1.0704 1.1557 0.3345
H -2.0065 -1.7687 0.0287
H -2.5765 -0.8520 -1.3838
H -2.7421 -0.1551 0.2365
H -0.0833 -0.7712 -1.1451
H -0.1475 1.6078 -1.1856
H -0.6455 0.9401 1.3512
H 0.1756 -0.6375 1.2722
H 3.1899 -1.0708 0.8411
H 3.1148 1.1554 0.0832
*
```

Summary:
LUMO = 0.034 Ha
M = 103.12 g/mol
Largest force on an atom = 0.8 eV/Å
SMILES = [H]/N=C/OC[C@@H](C)O
Energy relative to the best compared isomer or geometry (same formula, charge and spin) = 41.18 kcal per mole
Gap between HOMO and LUMO = 10.90 eV


Entry from the OMol25 dataset: a structure of composition C4H9NO2 at a distorted geometry (wB97M-V/def2-TZVPD).

Geometry as ORCA input:
```
! RIJCOSX wB97M-V def2-TZVPD def2/J DEFGRID3
* xyz 0 1
C 0.9185 1.5374 0.0573
C 0.5637 -0.9205 -0.7085
C 1.5058 -1.8573 -0.6939
O 0.5567 0.2144 0.4477
H 0.2003 -0.4583 -1.6154
H 0.0711 2.0295 -0.4282
H 1.7717 1.4832 -0.6210
H 1.1987 2.1025 0.9485
H 1.8178 -2.3295 0.2280
H 1.8579 -2.2604 -1.6347
N -2.0590 0.6901 0.3848
C -1.1715 -0.2319 0.9215
O -1.0842 -1.4013 0.3674
H -2.3089 0.5598 -0.5844
H -2.8640 0.9382 0.9401
H -0.9744 -0.0959 1.9908
*
```

Summary:
LUMO = 0.037 Ha
M = 103.12 g/mol
Largest force on an atom = 3.3 eV/Å
Energy relative to the best compared isomer or geometry (same formula, charge and spin) = 113.70 kcal per mole
Gap between HOMO and LUMO = 9.45 eV


Entry from the OMol25 dataset: the molecule C4H9NO2 (wB97M-V/def2-TZVPD).

Geometry as ORCA input:
```
! RIJCOSX wB97M-V def2-TZVPD def2/J DEFGRID3
* xyz 0 1
C 1.8240 0.8993 -0.8171
C 0.3342 0.6376 -0.6204
O -0.1499 -0.2785 -1.5765
C 0.0637 0.1576 0.8071
N -1.3309 -0.1584 1.0700
C -1.8587 -1.3553 0.7316
O -1.2435 -2.2443 0.1612
H 2.1842 1.6967 -0.1563
H 2.0077 1.1953 -1.8533
H 2.4037 -0.0093 -0.6172
H -0.2142 1.5777 -0.7816
H -0.2579 -1.1487 -1.1575
H 0.6427 -0.7553 0.9918
H 0.3905 0.9104 1.5311
H -1.9362 0.5409 1.4709
H -2.9121 -1.4739 1.0389
*
```

Summary:
LUMO = 0.027 Ha
M = 103.12 g/mol
Largest force on an atom = 0.4 eV/Å
SMILES = C[C@@H](O)CNC=O
Energy relative to the best compared isomer or geometry (same formula, charge and spin) = 16.93 kcal per mole
Gap between HOMO and LUMO = 10.66 eV


Entry from the OMol25 dataset: a cluster of 3 separate species, C4H9NO2 in total at a distorted geometry (wB97M-V/def2-TZVPD).

Geometry as ORCA input:
```
! RIJCOSX wB97M-V def2-TZVPD def2/J DEFGRID3
* xyz 0 1
C 0.9993 0.9605 -0.5566
C 0.2991 -0.1413 -0.1643
N -0.2176 -0.7602 -1.2838
C 0.1287 0.0064 -2.3835
C 0.9488 1.0353 -1.9629
H 1.5733 1.5890 0.1047
H 0.3706 -0.8126 0.7001
H -0.7456 -1.6103 -1.2230
H -0.0655 -0.1764 -3.4166
H 1.5107 1.7384 -2.5210
H -2.5303 2.0419 0.7683
H -1.2726 1.2762 1.1982
O -2.1713 1.4966 1.4766
H 0.0293 -2.3980 3.9528
H 0.1931 -2.2418 2.4540
O 0.6822 -2.1858 3.2848
*
```

Summary:
LUMO = 0.022 Ha
M = 103.12 g/mol
Largest force on an atom = 1.8 eV/Å
SMILES = c1cc[nH]c1.O.O
Energy relative to the best compared isomer or geometry (same formula, charge and spin) = 38.96 kcal per mole
Gap between HOMO and LUMO = 9.26 eV


Entry from the OMol25 dataset: a structure of composition C4H9NO2 (wB97M-V/def2-TZVPD).

Geometry as ORCA input:
```
! RIJCOSX wB97M-V def2-TZVPD def2/J DEFGRID3
* xyz 0 1
C -2.4588 0.7087 0.6359
C -1.1685 -0.0289 0.7496
N 0.0537 0.5350 0.6456
C 0.5464 -0.7928 -0.0596
O 1.0175 -1.6510 0.6759
O 1.1025 -0.3889 -1.2702
C 2.4991 -0.1511 -1.0820
H -2.4977 1.3908 -0.2162
H -3.3130 0.0287 0.6146
H -2.5286 1.3074 1.5565
H -1.1723 -0.9269 1.3667
H -0.7005 -1.0708 -0.4644
H 0.0603 1.3040 -0.0221
H 2.9028 0.1188 -2.0590
H 2.6705 0.6696 -0.3719
H 2.9864 -1.0525 -0.6991
*
```

Summary:
LUMO = -0.001 Ha
M = 103.12 g/mol
Largest force on an atom = 0.3 eV/Å
Energy relative to the best compared isomer or geometry (same formula, charge and spin) = 115.15 kcal per mole
Gap between HOMO and LUMO = 8.71 eV


Entry from the OMol25 dataset: the molecule C4H9NO2 (wB97M-V/def2-TZVPD).

Geometry as ORCA input:
```
! RIJCOSX wB97M-V def2-TZVPD def2/J DEFGRID3
* xyz 0 1
C -2.3437 0.5005 -0.3419
N -1.8723 -0.6239 0.4582
C -0.5446 -0.4507 1.0035
C 0.5793 -0.3476 -0.0324
O 0.5185 -0.7369 -1.1746
O 1.6755 0.2115 0.5067
C 2.8238 0.3263 -0.3410
H -2.6107 1.3323 0.3207
H -3.2513 0.1954 -0.8698
H -1.6298 0.8529 -1.1056
H -1.8975 -1.4598 -0.1142
H -0.3090 -1.3133 1.6406
H -0.5108 0.4264 1.6619
H 3.5413 0.9162 0.2311
H 2.5825 0.8288 -1.2835
H 3.2487 -0.6580 -0.5599
*
```

Summary:
LUMO = 0.034 Ha
M = 103.12 g/mol
Largest force on an atom = 0.5 eV/Å
SMILES = CNCC(=O)OC
Energy relative to the best compared isomer or geometry (same formula, charge and spin) = 27.12 kcal per mole
Gap between HOMO and LUMO = 10.02 eV


Entry from the OMol25 dataset: a cluster of 2 separate species, C4H9NO2 in total at a distorted geometry (wB97M-V/def2-TZVPD).

Geometry as ORCA input:
```
! RIJCOSX wB97M-V def2-TZVPD def2/J DEFGRID3
* xyz 0 1
C 1.5732 0.7500 -1.1564
C 0.3200 0.0664 -0.6491
O 0.6481 -0.8288 0.4261
C -0.6765 0.9688 0.0669
N -1.4176 0.0726 0.9461
C -0.3977 -0.7842 1.4173
O -0.2742 -1.2808 2.4906
H 1.3077 1.5555 -1.8517
H 2.2321 0.0507 -1.6810
H 2.1206 1.1771 -0.3117
H -0.1831 -0.4570 -1.4841
H -0.3395 -2.2079 0.1456
H -0.1183 1.6543 0.7164
H -1.3427 1.5300 -0.5795
H -2.1878 -0.4014 0.4730
H -0.9879 -2.4373 0.4727
*
```

Summary:
LUMO = 0.031 Ha
M = 103.12 g/mol
Largest force on an atom = 1.8 eV/Å
SMILES = C[C@@H]1CNC(=O)O1.[H][H]
Energy relative to the best compared isomer or geometry (same formula, charge and spin) = 60.72 kcal per mole
Gap between HOMO and LUMO = 11.22 eV


Entry from the OMol25 dataset: the molecule C4H9NO2 (wB97M-V/def2-TZVPD).

Geometry as ORCA input:
```
! RIJCOSX wB97M-V def2-TZVPD def2/J DEFGRID3
* xyz 0 1
C -0.8047 -1.7728 0.7899
O 0.2650 -0.9944 1.2649
C 0.9865 -0.3871 0.2254
C 0.3221 0.8253 -0.4050
N 0.3580 1.1657 -1.6318
O 0.6078 0.0617 -2.4918
C -0.2374 1.8756 0.4956
H -1.2473 -2.2688 1.6561
H -1.5710 -1.1514 0.2996
H -0.4604 -2.5331 0.0722
H 1.3146 -1.1142 -0.5273
H 1.8778 0.0435 0.6984
H -0.3279 -0.1658 -2.5827
H 0.6029 2.4330 0.9096
H -0.8141 1.4327 1.3123
H -0.8721 2.5501 -0.0855
*
```

Summary:
LUMO = 0.028 Ha
M = 103.12 g/mol
Largest force on an atom = 0.9 eV/Å
SMILES = COC/C(C)=N\O
Energy relative to the best compared isomer or geometry (same formula, charge and spin) = 87.71 kcal per mole
Gap between HOMO and LUMO = 10.26 eV